ORCA calculation (ωB97M-V/def2-TZVPD) on a single C14H18ClNO4 molecule.

```
! wB97M-V def2-TZVPD RIJCOSX def2/J DEFGRID3
* xyz 0 1
C 1.94 2.11 -0.40
C 2.93 1.00 -0.20
C 4.27 1.26 0.03
C 5.16 0.22 0.21
C 4.74 -1.09 0.17
C 3.40 -1.36 -0.06
C 2.49 -0.33 -0.25
O 1.16 -0.50 -0.48
C 0.63 -1.81 -0.53
C -0.87 -1.69 -0.80
H -1.29 -2.69 -0.91
H -1.01 -1.14 -1.73
C -1.59 -0.96 0.34
C -3.07 -0.91 0.06
O -3.79 -1.88 0.06
O -3.47 0.32 -0.22
C -4.84 0.53 -0.62
C -4.88 1.80 -1.46
H -5.89 1.95 -1.84
H -4.62 2.65 -0.83
H -4.18 1.73 -2.29
H -5.17 -0.34 -1.20
C -5.74 0.66 0.63
O -6.19 1.71 1.01
N -5.97 -0.52 1.23
H -6.51 -0.53 2.08
H -5.51 -1.37 0.92
H -1.20 0.06 0.43
H -1.43 -1.49 1.27
H 1.11 -2.39 -1.33
H 0.80 -2.32 0.43
H 3.08 -2.39 -0.09
H 5.44 -1.90 0.31
Cl 6.83 0.58 0.50
H 4.62 2.28 0.06
H 1.20 2.09 0.40
H 1.41 1.97 -1.34
H 2.43 3.07 -0.41
*
```

Output
Electronic energy (eV): -37013.8494
Max |F| (hartree/bohr): 0.012
E_LUMO (eV): 0.63
Molar mass (Da): 299.754
SMILES string: Cc1cc(Cl)ccc1OCCCC(=O)O[C@H](C)C(N)=O